No. 1
Below is a 3-piece molecular cluster, C4H14O2 overall at a distorted geometry, with properties calculated with wB97M-V/def2-TZVPD.

Structure (ORCA input):
```
! wB97M-V def2-TZVPD RIJCOSX def2/J DEFGRID3
* xyz 0 1
C 0.41079 0.22859 1.82603
C -2.23189 -0.63455 0.58929
C -1.84157 0.82125 0.43606
C -0.59189 1.20667 1.22384
H 0.11247 -0.51487 2.54844
H 1.11708 0.84864 2.37646
H 1.03347 -0.16452 1.00061
H -1.30924 -1.23252 0.71926
H -2.70644 -1.08748 -0.28425
H -2.76666 -0.87965 1.51557
H -2.62444 1.50836 0.75252
H -1.72180 1.11985 -0.61692
H -0.05486 1.98692 0.66708
H -0.92132 1.87833 2.04729
H 0.56642 -0.27965 -2.42369
H 0.81155 1.12537 -3.12563
O 1.18409 0.47485 -2.52463
H 2.86189 -1.41767 -0.23388
H 2.06164 -1.17470 -1.48910
O 2.47964 -1.87050 -0.98328
*
```

Summary:
Frontier orbital gap: 11.152 eV
SMILES: CCCC.O.O
Relative energy (zero: lowest compared OMol25 entry of this formula, charge and spin): 20.9 kcal per mole
LUMO level: 0.5 eV

natural (NBO) atomic charge list, values in e, 8 entries: -0.62 -0.62 -0.41 -0.40 0.21 0.21 0.20 0.21

***

No. 2
Below is a 3-piece molecular cluster, C4H14O2S2 overall at a distorted geometry, with properties calculated with wB97M-V/def2-TZVPD.

Structure (ORCA input):
```
! wB97M-V def2-TZVPD RIJCOSX def2/J DEFGRID3
* xyz 0 1
C 1.23300 1.28486 -1.51120
C 0.12878 0.50224 -2.12479
C 0.66693 2.55157 -0.84024
S 1.11182 2.66947 0.96196
S -0.58851 1.94785 1.89699
C -0.81438 0.25152 1.47945
H 1.97413 0.74292 -0.79245
H 1.88278 1.88632 -2.23632
H -0.81894 1.08132 -2.20408
H 0.30335 0.40342 -3.18204
H 0.07097 -0.48312 -1.62845
H 0.84521 3.56159 -1.24657
H -0.56649 2.59582 -0.92190
H 0.14067 -0.11922 1.19716
H -0.80907 -0.38423 2.43277
H -1.57592 -0.18588 0.86938
H -1.20715 -3.12868 0.61334
H -2.63832 -2.91443 1.06600
O -1.83896 -2.49617 0.72682
H 0.86864 -3.01066 2.55050
H 1.18889 -3.28890 1.16457
O 0.44257 -3.46763 1.72911
*
```

Summary:
Frontier orbital gap: 8.520 eV
SMILES: CCCSSC.O.O
Relative energy (zero: lowest compared OMol25 entry of this formula, charge and spin): 47.8 kcal per mole
LUMO level: 0.3 eV

natural (NBO) atomic charge list, values in e, 8 entries: -0.45 -0.63 -0.53 0.07 0.10 -0.82 0.23 0.21

***

No. 3
Below is a 3-piece molecular cluster, C4H14O2S2 overall at a distorted geometry, with properties calculated with wB97M-V/def2-TZVPD.

Structure (ORCA input):
```
! wB97M-V def2-TZVPD RIJCOSX def2/J DEFGRID3
* xyz 0 1
C -1.63824 1.45544 0.62966
C -2.09830 1.43290 -0.91417
S -1.35259 -0.24071 -1.52034
S 0.37843 0.36741 -2.52251
C 1.78677 0.12106 -1.48865
C 1.93589 -1.40232 -1.00971
H -2.03493 2.29576 1.17618
H -2.10484 0.52790 1.10826
H -0.49517 1.43413 0.72151
H -3.13799 1.45901 -1.21422
H -1.63741 2.24529 -1.51190
H 1.65169 0.89477 -0.64098
H 2.66941 0.39553 -2.13002
H 2.81572 -1.87668 -1.51782
H 2.40604 -1.41123 0.00164
H 1.01707 -1.97738 -1.02762
H -0.94929 -1.82268 0.77570
H -0.71293 -2.64251 2.21693
O -1.05801 -1.84208 1.80402
H 0.61559 -0.55649 2.20966
H 1.16619 0.76515 2.82996
O 0.77690 0.37770 2.02444
*
```

Summary:
Frontier orbital gap: 8.860 eV
SMILES: CCSSCC.O.O
Relative energy (zero: lowest compared OMol25 entry of this formula, charge and spin): 23.2 kcal per mole
LUMO level: 0.5 eV

natural (NBO) atomic charge list, values in e, 8 entries: -0.64 -0.48 -0.01 0.11 -0.58 -0.63 0.20 0.22

***

No. 4
Below is a 4-piece molecular cluster, C4H14O3 overall at a distorted geometry, with properties calculated with wB97M-V/def2-TZVPD.

Structure (ORCA input):
```
! wB97M-V def2-TZVPD RIJCOSX def2/J DEFGRID3
* xyz 0 1
C 1.08088 0.71157 1.32392
C 0.77041 -0.73742 1.17151
C 0.20976 -1.42489 2.16998
C 1.12194 -1.34299 -0.15199
H 1.08092 1.30299 0.40977
H 2.17539 0.80492 1.52491
H 0.55140 1.17564 2.15561
H 0.08152 -2.49859 1.99529
H -0.05448 -1.07421 3.16159
H 0.35265 -1.63823 -0.87735
H 1.75191 -2.23247 -0.02995
H 1.65348 -0.58947 -0.73113
H -3.04792 0.26119 0.25953
H -1.98850 -0.72069 0.87901
O -2.62090 -0.60322 0.17829
H -2.00667 -0.31469 -1.78590
H -1.44998 0.54993 -2.89750
O -1.28652 -0.27768 -2.44598
H 0.90589 3.56502 -1.97280
H 0.34863 2.16632 -1.87394
O 0.37019 2.91695 -2.46287
*
```

Summary:
Frontier orbital gap: 9.923 eV
SMILES: C=C(C)C.O.O.O
Relative energy (zero: lowest compared OMol25 entry of this formula, charge and spin): 25.5 kcal per mole
LUMO level: 0.5 eV

natural (NBO) atomic charge list, values in e, 8 entries: -0.65 0.03 -0.46 -0.67 0.21 0.22 0.22 0.20

***

No. 5
Below is a 4-piece molecular cluster, C4H14O3 overall at a distorted geometry, with properties calculated with wB97M-V/def2-TZVPD.

Structure (ORCA input):
```
! wB97M-V def2-TZVPD RIJCOSX def2/J DEFGRID3
* xyz 0 1
C 2.55580 -0.59865 0.68161
C 2.14883 0.11266 -0.58020
C 0.85989 0.19881 -0.90979
C 3.27593 0.62422 -1.43243
H 2.88915 0.11055 1.43637
H 1.73402 -1.19887 1.04630
H 3.40823 -1.24307 0.48420
H 0.52239 0.75405 -1.76775
H 0.14972 -0.37463 -0.34077
H 3.94653 -0.21372 -1.63978
H 2.91809 1.06117 -2.35236
H 3.84982 1.37081 -0.87745
H -2.71083 3.03246 4.32185
H -1.68231 1.92049 4.02552
O -2.38813 2.44285 3.63644
H -3.17930 1.19707 1.31490
H -2.23636 0.04110 1.26270
O -3.17821 0.22936 1.16434
H -3.67170 -2.97506 -2.73334
H -4.96483 -2.94383 -3.48214
O -4.24673 -3.54775 -3.25823
*
```

Summary:
Frontier orbital gap: 9.867 eV
SMILES: C=C(C)C.O.O.O
Relative energy (zero: lowest compared OMol25 entry of this formula, charge and spin): 25.8 kcal per mole
LUMO level: 0.5 eV

natural (NBO) atomic charge list, values in e, 8 entries: -0.64 0.04 -0.43 -0.64 0.22 0.21 0.21 0.20

***

No. 6
Below is a 4-piece molecular cluster, C4H14O3 overall at a distorted geometry, with properties calculated with wB97M-V/def2-TZVPD.

Structure (ORCA input):
```
! wB97M-V def2-TZVPD RIJCOSX def2/J DEFGRID3
* xyz 1 2
C -0.29064 -1.56863 -1.61514
C 0.11216 -2.90680 -1.67332
C 1.47833 -3.42838 -1.93174
C -1.58088 -1.34292 -0.99587
H 0.22593 -0.79153 -2.15036
H -0.66182 -3.55284 -1.25784
H 2.11128 -2.81586 -1.26886
H 1.57960 -4.43210 -1.48054
H 1.73725 -3.43528 -2.98746
H -2.34249 -0.96781 -1.74422
H -1.64331 -0.56439 -0.21756
H -2.17641 -2.22587 -0.72947
H 2.44438 2.49683 -0.47288
H 2.34785 1.04280 -0.88595
O 2.11933 1.64100 -0.17447
H 0.50284 2.74709 6.01673
H 1.78749 2.91134 5.20068
O 1.24427 3.33186 5.87480
H -2.74939 5.39059 1.07176
H -3.52897 3.98465 0.63497
O -2.71680 4.48626 0.78676
*
```

Summary:
Frontier orbital gap (spin up / spin down): 7.911 / 4.425 eV
Relative energy (zero: lowest compared OMol25 entry of this formula, charge and spin): 32.4 kcal per mole
LUMO level (spin up / spin down): -5.1 / -8.6 eV
Expectation value of S²: 0.753

natural (NBO) atomic charge list, values in e, 8 entries: 0.10 0.15 -0.72 -0.74 0.24 0.22 0.28 0.27

***

No. 7
Below is a 4-piece molecular cluster, C4H14O3 overall at a distorted geometry, with properties calculated with wB97M-V/def2-TZVPD.

Structure (ORCA input):
```
! wB97M-V def2-TZVPD RIJCOSX def2/J DEFGRID3
* xyz 1 2
C 1.45994 -0.21373 3.27080
C 0.96351 1.01037 2.46492
C 1.76428 2.14722 2.23667
C 1.64881 3.27292 1.21535
H 1.00833 -0.26878 4.25534
H 2.61328 -0.18230 3.47925
H 1.10083 -1.29463 2.95446
H 0.02528 1.14248 1.80701
H 2.67808 2.28694 2.82190
H 2.41813 3.01476 0.38608
H 2.00267 4.07801 1.90096
H 0.60691 3.64170 0.84282
H -2.36440 0.34212 -0.97490
H -1.18931 1.51278 -0.87008
O -2.10100 1.28099 -0.57751
H 1.35792 -4.68265 -2.52820
H 1.84576 -6.00182 -2.02582
O 1.23736 -5.62128 -2.70287
H -4.07183 -1.13339 -3.36725
H -4.04684 -1.23679 -4.71277
O -4.01187 -0.47461 -4.10652
*
```

Summary:
Frontier orbital gap (spin up / spin down): 8.422 / 4.811 eV
Relative energy (zero: lowest compared OMol25 entry of this formula, charge and spin): 56.4 kcal per mole
LUMO level (spin up / spin down): -5.0 / -8.6 eV
Expectation value of S²: 0.752

natural (NBO) atomic charge list, values in e, 8 entries: -0.74 0.09 0.13 -0.72 0.31 0.27 0.31 0.26

***

No. 8
Below is C4H14O3Rb as an isolated structure at a distorted geometry, with properties calculated with wB97M-V/def2-TZVPD.

Structure (ORCA input):
```
! wB97M-V def2-TZVPD RIJCOSX def2/J DEFGRID3
* xyz 1 1
Rb -14.02714 -11.05388 10.23859
O -12.68151 -12.83633 12.10756
H -12.39044 -13.69887 11.78245
H -12.68302 -12.92179 13.06898
C -13.77163 -9.07779 13.41484
C -14.84929 -9.88457 14.09492
O -15.02854 -11.09558 13.34763
H -13.50989 -9.46462 12.42277
H -12.87936 -8.95768 14.02148
H -14.15971 -8.09479 13.12701
H -15.78456 -9.31565 14.15830
H -14.63103 -10.14501 15.13510
H -15.55391 -11.74302 13.82820
C -13.23901 -8.27483 7.66447
C -13.73421 -7.61883 8.94560
O -14.81417 -8.40364 9.46278
H -14.06255 -8.31233 6.94882
H -12.92836 -9.30206 7.89535
H -12.39094 -7.79613 7.18015
H -14.15106 -6.61562 8.83872
H -12.85284 -7.55156 9.59740
H -15.56674 -7.85767 9.68747
*
```

Summary:
Frontier orbital gap: 10.544 eV
Relative energy (zero: lowest compared OMol25 entry of this formula, charge and spin): 0.0 kcal per mole
LUMO level: -3.1 eV

natural (NBO) atomic charge list, values in e, 8 entries: 0.98 -0.98 0.49 0.50 -0.63 -0.07 -0.77 0.18

***

No. 9
Below is C4H14O9V as an isolated structure at a distorted geometry, with properties calculated with wB97M-V/def2-TZVPD.

Structure (ORCA input):
```
! wB97M-V def2-TZVPD RIJCOSX def2/J DEFGRID3
* xyz -1 1
O -1.34554 -1.36394 -1.72023
V -0.56365 -1.63060 -0.39917
O 0.40053 -0.34745 -0.20671
C 1.11902 -4.09877 -0.51292
O 0.44958 -4.41580 0.58331
O 0.92227 -2.89492 -1.10893
O 1.87080 -4.92831 -1.08230
O -0.14340 -2.20126 1.72764
H 0.15835 -3.19302 1.42183
H -0.11144 -2.17574 2.68514
O -2.34964 -0.43133 0.60516
H -2.24149 0.06098 1.42819
H -3.29653 -0.46361 0.43000
O -1.99836 -3.50757 -0.15197
H -1.81750 -4.36499 -0.55885
H -2.62418 -3.67279 0.56020
C 0.55219 3.04572 -1.48432
C 1.53945 3.33980 -0.37150
C 0.85831 4.03449 0.79028
O 2.04749 2.10248 0.09800
H 0.02293 3.95493 -1.82875
H -0.23960 2.34997 -1.20001
H 1.00954 2.70548 -2.41565
H 2.34785 3.96105 -0.75738
H 1.57921 4.25192 1.58529
H 0.10301 3.40117 1.25646
H 0.44691 5.00654 0.49237
H 1.30386 1.47557 0.13479
*
```

Summary:
Frontier orbital gap: 6.175 eV
LUMO level: 2.0 eV

Löwdin atomic charge list, values in e, 8 entries: -0.35 0.90 -0.36 -0.80 -0.16 -0.17 -0.06 -0.17

***

No. 10
Below is one molecule with the formula C4H14OSSi2 at a distorted geometry, with properties calculated with wB97M-V/def2-TZVPD.

Structure (ORCA input):
```
! wB97M-V def2-TZVPD RIJCOSX def2/J DEFGRID3
* xyz 0 1
C -0.98488 0.90041 3.28130
C -0.22366 -1.78573 1.66087
C 1.55991 -1.30519 -1.72720
C 0.32084 1.49573 -3.04901
O -0.34255 2.42833 0.19526
Si -0.91375 0.03829 1.57664
Si 0.24333 0.07012 -1.79098
S 0.38367 1.11618 0.28234
H -0.12043 0.69636 3.78883
H -1.31102 1.97269 3.03712
H -1.75256 0.50662 3.77915
H 0.89927 -1.74459 1.87561
H -0.92865 -2.40579 2.25456
H -0.19081 -2.24045 0.69919
H 2.25747 -1.11306 -1.00725
H 1.13019 -2.18651 -1.47133
H 2.08568 -1.47446 -2.61262
H 1.34200 1.81650 -3.35129
H -0.17808 1.26153 -3.99960
H -0.12835 2.29668 -2.65467
H -2.15136 0.28826 0.88724
H -0.99625 -0.63192 -1.65416
*
```

Summary:
Frontier orbital gap: 8.676 eV
Relative energy (zero: lowest compared OMol25 entry of this formula, charge and spin): 22.7 kcal per mole
LUMO level: 0.7 eV

natural (NBO) atomic charge list, values in e, 8 entries: -1.05 -1.09 -1.07 -1.07 -1.04 1.15 1.17 0.44

***

No. 11
Below is a 2-piece molecular cluster, C4H15N2O overall at a distorted geometry, with properties calculated with wB97M-V/def2-TZVPD.

Structure (ORCA input):
```
! wB97M-V def2-TZVPD RIJCOSX def2/J DEFGRID3
* xyz 0 2
C -0.54894 1.36872 0.73615
C -0.60719 -0.15733 0.58103
C 0.57491 -0.78781 -0.21376
C 1.81264 -0.93153 0.67399
N 1.58023 -1.98765 1.66423
N -0.32596 2.04275 -0.60070
H 0.27428 1.66489 1.38686
H -1.48752 1.78044 1.09869
H -0.56198 -0.59987 1.57497
H -1.55370 -0.45165 0.13083
H 0.77222 -0.12502 -1.06563
H 0.24125 -1.68389 -0.72644
H 2.64926 -1.21088 0.03403
H 2.05136 0.02014 1.14522
H 2.22616 -2.75416 1.55106
H 1.64363 -1.67575 2.61652
H 0.66358 2.23725 -0.88089
H -0.91948 1.50462 -1.26053
H -0.74693 3.00270 -0.57091
H -2.32476 -0.09591 -3.28490
H -3.08447 -0.87830 -2.25932
O -2.32859 -0.28176 -2.33049
*
```

Summary:
Frontier orbital gap (spin up / spin down): 3.915 / 9.900 eV
Relative energy (zero: lowest compared OMol25 entry of this formula, charge and spin): 33.8 kcal per mole
LUMO level (spin up / spin down): 0.6 / 0.5 eV
Expectation value of S²: 0.750

natural (NBO) atomic charge list, values in e, 8 entries: -0.30 -0.43 -0.41 -0.23 -0.86 -1.10 0.21 0.22

***

No. 12
Below is a 2-piece molecular cluster, C4H15N2O overall at a distorted geometry, with properties calculated with wB97M-V/def2-TZVPD.

Structure (ORCA input):
```
! wB97M-V def2-TZVPD RIJCOSX def2/J DEFGRID3
* xyz 1 1
N 0.53442 0.48335 -1.18315
C 0.00327 -0.70196 -0.11475
C -1.53748 -0.90732 -0.17979
C 0.39434 0.05683 1.12939
N -0.70421 1.07701 1.47832
C -0.88926 1.27917 2.97947
H -0.15244 0.29090 -1.98296
H 0.43983 1.37882 -0.83328
H 1.52726 0.42690 -1.54488
H 0.68009 -1.52179 -0.61190
H -1.77399 -1.68335 0.48699
H -1.91468 -1.20307 -1.16837
H -2.15579 0.02290 0.21633
H 0.40656 -0.77273 1.85574
H 1.50355 0.41582 1.26585
H -0.50327 1.91948 1.14429
H -1.22071 0.38470 3.45251
H -0.08969 1.64523 3.44585
H -1.66445 2.05796 3.08485
H 1.66984 -0.44748 -3.65345
H 2.63909 -1.51494 -3.82498
O 1.74651 -1.33528 -3.28559
*
```

Summary:
Frontier orbital gap: 9.730 eV
Relative energy (zero: lowest compared OMol25 entry of this formula, charge and spin): 81.5 kcal per mole
LUMO level: -3.4 eV

natural (NBO) atomic charge list, values in e, 8 entries: -0.75 0.02 -0.68 -0.32 -0.63 -0.40 0.44 0.41